P:
{"formula": "C9H12O2", "method": "the ωB97M-V functional and the def2-TZVPD basis", "homo_ev": -9.228, "charge": 0, "multiplicity": 1, "smiles": "C[C@@H](CO)Oc1ccccc1", "symbols": ["C", "C", "C", "O", "O", "C", "C", "C", "C", "C", "C", "H", "H", "H", "H", "H", "H", "H", "H", "H", "H", "H", "H"], "positions_angstrom": [[-0.5035, 2.0384, -1.3028], [-1.5137, 1.1062, -0.8408], [-1.6318, -0.1149, -1.6563], [-0.3788, -0.7483, -1.9759], [-1.2025, 0.9061, 0.6051], [-0.0959, 0.0623, 0.7942], [-0.2169, -1.2967, 0.8369], [0.8026, -2.2660, 1.1723], [1.9976, -1.7316, 1.7294], [2.1476, -0.3540, 1.7693], [1.1865, 0.5356, 1.2730], [-0.4536, 2.9728, -0.6759], [0.6378, 1.5345, -0.9857], [-0.5484, 2.3487, -2.3800], [-2.5332, 1.4994, -0.7173], [-2.5537, -0.5975, -1.1739], [-2.0450, 0.1524, -2.5650], [0.4131, -0.5850, -1.0931], [-1.2394, -1.6199, 0.7409], [0.4220, -3.4314, 0.9488], [2.9845, -2.1370, 2.1751], [3.0683, 0.1687, 2.0983], [1.2566, 1.5570, 1.2234]], "nbo_charge": [-0.626, 0.045, -0.103, -0.746, -0.527, 0.246, -0.268, -0.203, -0.238, -0.222, -0.234, 0.224, 0.205, 0.230, 0.208, 0.166, 0.193, 0.502, 0.226, 0.248, 0.240, 0.221, 0.213]}

Q:
{"formula": "C9H12O2", "method": "the ωB97M-V functional and the def2-TZVPD basis", "homo_ev": -8.975, "charge": 0, "multiplicity": 1, "smiles": "CC(C)(OO)c1ccccc1", "symbols": ["C", "C", "C", "O", "O", "C", "C", "C", "C", "C", "C", "H", "H", "H", "H", "H", "H", "H", "H", "H", "H", "H", "H"], "positions_angstrom": [[1.5959, 0.0953, 1.3390], [0.6039, 0.9232, 0.3163], [-0.3267, 1.8587, 1.1241], [1.3596, 1.5174, -0.6947], [2.3770, 2.3305, 0.0231], [-0.1945, -0.1132, -0.3306], [-0.8921, -1.0264, 0.4915], [-1.8254, -1.9631, 0.0405], [-1.6234, -2.3028, -1.3340], [-0.9126, -1.5685, -2.2534], [-0.1992, -0.3842, -1.7554], [2.4958, -0.3111, 0.6420], [2.2081, 0.6656, 2.1915], [1.0098, -0.9144, 1.7503], [-0.9773, 1.3002, 1.8917], [0.2814, 2.5397, 1.7737], [-0.8662, 2.3734, 0.2984], [2.0172, 3.1631, -0.1016], [-0.8861, -0.8401, 1.4968], [-2.5657, -2.4942, 0.7851], [-2.2876, -3.0122, -1.8745], [-0.8767, -1.8751, -3.3096], [0.4845, 0.0382, -2.5103]], "nbo_charge": [-0.663, 0.218, -0.647, -0.269, -0.442, -0.049, -0.211, -0.201, -0.227, -0.213, -0.200, 0.231, 0.233, 0.223, 0.230, 0.219, 0.223, 0.457, 0.197, 0.232, 0.207, 0.221, 0.231]}

Verdict on stability: Q comes out at the bottom.

P:
{"formula": "C3H5O2S2", "method": "the ωB97M-V functional and the def2-TZVPD basis", "homo_ev": -2.641, "charge": -1, "multiplicity": 1, "symbols": ["C", "C", "C", "O", "O", "S", "S", "H", "H", "H", "H", "H"], "positions_angstrom": [[-1.5288, 0.8974, -0.7575], [0.3575, -1.3079, 0.6243], [0.5428, 0.0968, 0.0379], [-1.9036, 1.5969, 0.1158], [-1.4885, 0.3800, -1.8020], [1.0096, 1.1440, 1.4681], [1.7296, 0.2056, -1.2479], [-0.2560, -1.1632, 1.5215], [1.3465, -1.8266, 0.5375], [-0.1936, -1.9162, -0.0102], [-0.4115, 1.2507, 1.7248], [0.7960, 0.6425, -2.2124]], "nbo_charge": [1.016, -0.675, -0.654, -0.624, -0.616, -0.177, -0.113, 0.210, 0.173, 0.187, 0.145, 0.129]}

Q:
{"formula": "C3H5O2S2", "method": "the ωB97M-V functional and the def2-TZVPD basis", "homo_ev": -4.287, "charge": -1, "multiplicity": 1, "smiles": "CS[C@H](S)C(=O)[O-]", "symbols": ["C", "S", "C", "S", "C", "O", "O", "H", "H", "H", "H", "H"], "positions_angstrom": [[1.7591, -0.0540, -0.4164], [1.1103, -0.0350, 1.2662], [-0.7696, -0.3081, 0.9836], [-1.0189, -1.8563, 0.0486], [-1.3255, 0.8735, 0.0348], [-1.4200, 0.5510, -1.1427], [-1.5933, 1.8777, 0.6142], [2.2818, 0.9439, -0.4655], [0.8619, 0.0660, -0.9403], [2.3923, -0.7802, -0.7489], [-1.2688, -0.1505, 1.9620], [-1.0092, -1.1279, -1.1955]], "nbo_charge": [-0.749, 0.112, -0.569, -0.196, 0.763, -0.766, -0.717, 0.204, 0.250, 0.197, 0.242, 0.230]}

Verdict on stability: P comes out at the bottom.

P:
{"formula": "C3H5O2S2", "method": "the ωB97M-V functional and the def2-TZVPD basis", "homo_ev": -3.701, "charge": -1, "multiplicity": 1, "smiles": "C/C=C/S(=O)(=O)[S-]", "symbols": ["C", "C", "C", "S", "O", "O", "S", "H", "H", "H", "H", "H"], "positions_angstrom": [[2.0841, 0.0912, -0.0253], [0.6094, -0.0197, -0.3756], [-0.3921, 0.0672, 0.4504], [-2.0599, -0.2581, -0.0541], [-2.1578, -0.8939, -1.3513], [-2.5769, -0.9913, 1.1011], [-2.9140, 1.5327, -0.0797], [2.4658, 1.0015, -0.2456], [2.0845, 0.1031, 1.1019], [2.8245, -0.6749, -0.6026], [0.3957, 0.0867, -1.4528], [-0.3633, -0.0444, 1.5335]], "nbo_charge": [-0.627, -0.181, -0.465, 1.962, -0.984, -1.008, -0.738, 0.202, 0.206, 0.199, 0.210, 0.226]}

Q:
{"formula": "C3H5O2S2", "method": "the ωB97M-V functional and the def2-TZVPD basis", "homo_ev": -3.002, "charge": -1, "multiplicity": 1, "symbols": ["C", "C", "C", "O", "O", "S", "S", "H", "H", "H", "H", "H"], "positions_angstrom": [[0.2541, -0.4659, 2.0673], [-0.4953, -0.7717, -1.2377], [0.0605, 0.4310, -0.3157], [1.1657, -1.1586, 1.8698], [-0.6432, -0.0014, 2.6595], [1.7712, 0.8344, -0.9174], [-0.9852, 1.8410, -0.5981], [-0.8549, -1.4892, -0.6003], [0.1955, -1.3908, -1.8703], [-1.3981, -0.3966, -1.8875], [2.5501, 0.5267, 0.1859], [-1.6205, 2.0412, 0.6446]], "nbo_charge": [1.046, -0.655, -0.687, -0.586, -0.596, -0.163, -0.116, 0.186, 0.190, 0.176, 0.106, 0.100]}

Verdict on stability: Q comes out at the bottom.

P:
{"formula": "C3H4INO", "method": "the ωB97M-V functional and the def2-TZVPD basis", "homo_ev": [-8.820, -8.841], "charge": 0, "multiplicity": 1, "symbols": ["C", "C", "C", "N", "O", "I", "H", "H", "H", "H"], "positions_angstrom": [[0.4084, 1.0873, -0.2879], [-0.8958, 0.4141, 0.4101], [-0.4916, -0.8703, -0.1095], [0.6657, -0.0839, -0.6907], [0.8000, 2.1742, -0.3661], [3.7717, -1.1846, -0.1014], [-0.9195, 0.5454, 1.4986], [-1.8280, 0.7859, -0.1347], [-0.3596, -1.6363, 0.5865], [-1.1514, -1.2318, -0.8050]], "nbo_charge": [0.630, -0.390, -0.236, -0.275, -0.466, -0.172, 0.255, 0.240, 0.213, 0.201]}

Q:
{"formula": "C3H4INO", "method": "the ωB97M-V functional and the def2-TZVPD basis", "homo_ev": -9.324, "charge": 0, "multiplicity": 1, "smiles": "C/C=N/C(=O)I", "symbols": ["C", "C", "N", "C", "O", "I", "H", "H", "H", "H"], "positions_angstrom": [[1.2290, -0.4735, 1.0330], [0.0883, 0.3555, 0.4806], [-0.2361, 0.3223, -0.7479], [-1.1054, 0.4842, -1.6848], [-1.3459, 1.2880, -2.5068], [-2.7163, -1.0334, -1.2263], [0.7802, -1.4541, 1.4575], [1.7046, 0.2092, 1.9046], [1.9157, -0.8235, 0.2195], [-0.3140, 1.1253, 1.0705]], "nbo_charge": [-0.689, 0.250, -0.493, 0.663, -0.522, -0.130, 0.257, 0.236, 0.252, 0.176]}

Verdict on stability: P comes out at the bottom.

P:
{"formula": "C16H23N3OS", "method": "the ωB97M-V functional and the def2-TZVPD basis", "homo_ev": -8.014, "charge": 0, "multiplicity": 1, "smiles": "Cc1cccc(C)c1NC(=S)NCCCN1CCCC1=O", "symbols": ["C", "C", "C", "C", "C", "C", "C", "C", "N", "C", "S", "N", "C", "C", "C", "N", "C", "C", "C", "C", "O", "H", "H", "H", "H", "H", "H", "H", "H", "H", "H", "H", "H", "H", "H", "H", "H", "H", "H", "H", "H", "H", "H", "H"], "positions_angstrom": [[3.5864, 2.5521, 0.2553], [3.6932, 1.0818, -0.0153], [4.8976, 0.4147, 0.1374], [4.9859, -0.9447, -0.1083], [3.8701, -1.6421, -0.5250], [2.6453, -1.0052, -0.7017], [1.4806, -1.8012, -1.2079], [2.5650, 0.3612, -0.4288], [1.3464, 1.0697, -0.5883], [0.2822, 1.0303, 0.2515], [-0.8752, 2.2082, 0.1222], [0.2577, 0.0691, 1.1901], [-0.8930, -0.2303, 2.0035], [-1.5630, -1.5559, 1.6014], [-3.0418, -1.3873, 1.2452], [-3.2489, -0.4588, 0.1574], [-4.3537, 0.4739, 0.1863], [-4.0902, 1.3917, -1.0098], [-3.2398, 0.5340, -1.9422], [-2.6078, -0.5003, -1.0286], [-1.6996, -1.2528, -1.3209], [2.7358, 2.7684, 0.9007], [3.4479, 3.1039, -0.6757], [4.4902, 2.9185, 0.7346], [5.7713, 0.9637, 0.4567], [5.9279, -1.4565, 0.0198], [3.9397, -2.7001, -0.7320], [0.5826, -1.2049, -1.3359], [1.7342, -2.2380, -2.1730], [1.2576, -2.6268, -0.5318], [1.3898, 1.9122, -1.1464], [0.9895, -0.6263, 1.1561], [-0.5777, -0.2597, 3.0513], [-1.5858, 0.6047, 1.8721], [-1.0561, -1.9579, 0.7241], [-1.4874, -2.2859, 2.4083], [-3.5918, -1.0077, 2.1106], [-3.4534, -2.3708, 0.9792], [-4.3666, 1.0213, 1.1325], [-5.3066, -0.0650, 0.0840], [-5.0122, 1.7375, -1.4725], [-3.5125, 2.2565, -0.6861], [-2.4729, 1.1008, -2.4654], [-3.8411, 0.0039, -2.6842]], "nbo_charge": [-0.639, -0.022, -0.213, -0.197, -0.208, -0.039, -0.658, 0.163, -0.630, 0.320, -0.324, -0.594, -0.238, -0.435, -0.199, -0.442, -0.195, -0.410, -0.500, 0.711, -0.660, 0.232, 0.217, 0.220, 0.209, 0.214, 0.210, 0.261, 0.228, 0.216, 0.419, 0.403, 0.198, 0.244, 0.248, 0.207, 0.199, 0.200, 0.199, 0.177, 0.211, 0.230, 0.245, 0.223]}

Q:
{"formula": "C16H23N3OS", "method": "the ωB97M-V functional and the def2-TZVPD basis", "homo_ev": -8.720, "charge": 0, "multiplicity": 1, "smiles": "CCCCCC(=O)NNC1=NC[C@@H](Cc2ccccc2)S1", "symbols": ["C", "C", "C", "C", "C", "C", "O", "N", "N", "C", "N", "C", "C", "C", "C", "C", "C", "C", "C", "C", "S", "H", "H", "H", "H", "H", "H", "H", "H", "H", "H", "H", "H", "H", "H", "H", "H", "H", "H", "H", "H", "H", "H", "H"], "positions_angstrom": [[-3.8729, -6.0692, 1.7510], [-2.6543, -5.2923, 2.2333], [-2.9709, -3.8117, 2.4286], [-1.7624, -3.0306, 2.9385], [-2.0778, -1.5404, 3.1162], [-2.3839, -0.8870, 1.7874], [-3.4943, -0.6118, 1.3811], [-1.2855, -0.6968, 1.0103], [-1.4158, -0.0437, -0.2248], [-0.6271, 1.0386, -0.4426], [0.4358, 1.2886, 0.1935], [1.1330, 2.4493, -0.2700], [0.6164, 2.8757, -1.6646], [1.5182, 2.3927, -2.8048], [2.8328, 3.1201, -2.7868], [3.9900, 2.5009, -2.3334], [5.1890, 3.1917, -2.2907], [5.2447, 4.5123, -2.6999], [4.0969, 5.1373, -3.1583], [2.9006, 4.4455, -3.2006], [-1.0365, 2.1033, -1.8148], [-4.2294, -5.6680, 0.8050], [-4.6804, -5.9998, 2.4765], [-3.6276, -7.1193, 1.6094], [-1.8461, -5.3962, 1.5056], [-2.3047, -5.7152, 3.1783], [-3.3063, -3.3845, 1.4819], [-3.7913, -3.7097, 3.1422], [-0.9313, -3.1471, 2.2391], [-1.4481, -3.4395, 3.9016], [-1.2306, -1.0343, 3.5827], [-2.9542, -1.4260, 3.7549], [-0.3393, -0.7024, 1.3616], [-2.3983, 0.0209, -0.4815], [2.2028, 2.2310, -0.3131], [0.9853, 3.2537, 0.4603], [0.4816, 3.9562, -1.7253], [1.6741, 1.3166, -2.7002], [1.0067, 2.5745, -3.7532], [3.9564, 1.4666, -2.0202], [6.0816, 2.6964, -1.9373], [6.1794, 5.0520, -2.6663], [4.1351, 6.1662, -3.4852], [2.0087, 4.9352, -3.5654]], "nbo_charge": [-0.599, -0.387, -0.399, -0.377, -0.489, 0.663, -0.631, -0.457, -0.446, 0.294, -0.535, -0.243, -0.320, -0.459, 0.074, -0.253, -0.191, -0.222, -0.200, -0.247, 0.189, 0.203, 0.201, 0.207, 0.193, 0.191, 0.206, 0.197, 0.199, 0.204, 0.219, 0.233, 0.420, 0.421, 0.210, 0.202, 0.228, 0.219, 0.222, 0.212, 0.212, 0.214, 0.214, 0.208]}

Verdict on stability: Q comes out at the bottom.

P:
{"formula": "C2H12N2O2", "method": "the ωB97M-V functional and the def2-TZVPD basis", "homo_ev": -9.823, "charge": 0, "multiplicity": 1, "smiles": "NCCN.O.O", "symbols": ["N", "C", "C", "N", "H", "H", "H", "H", "H", "H", "H", "H", "O", "H", "H", "O", "H", "H"], "positions_angstrom": [[-0.2460, -0.2140, -2.5982], [0.0539, -1.4140, -1.6473], [0.9384, -1.0010, -0.5437], [0.1019, -0.3806, 0.7160], [0.1051, 0.5536, -2.0697], [-1.2512, -0.0022, -2.7426], [0.6859, -2.0439, -2.2470], [-0.8542, -1.9346, -1.3219], [1.6341, -1.7946, -0.1823], [1.4937, -0.1513, -0.9357], [-0.3902, -1.2980, 0.9233], [0.8408, -0.3089, 1.3369], [-0.8062, 2.6315, 0.4440], [-0.7805, 3.1236, -0.4258], [-0.6238, 1.6183, 0.3919], [-0.2129, 0.4963, 3.8490], [-0.4057, 0.7038, 2.9289], [-0.2830, 1.4161, 4.1243]], "nbo_charge": [-0.833, -0.250, -0.236, -0.866, 0.340, 0.362, 0.200, 0.192, 0.198, 0.193, 0.359, 0.357, -1.006, 0.479, 0.510, -0.931, 0.466, 0.465]}

Q:
{"formula": "C2H12N2O2", "method": "the ωB97M-V functional and the def2-TZVPD basis", "homo_ev": -8.780, "charge": 0, "multiplicity": 1, "smiles": "CNCN.O.O", "symbols": ["C", "N", "C", "N", "H", "H", "H", "H", "H", "H", "H", "H", "O", "H", "H", "O", "H", "H"], "positions_angstrom": [[-1.7646, 0.4527, 1.5460], [-0.9779, 1.3194, 0.6504], [0.1037, 0.7034, -0.0577], [0.0498, 0.4209, -1.4902], [-2.2578, 1.0329, 2.3851], [-2.5570, 0.0595, 0.8697], [-0.9571, -0.2083, 2.1025], [-0.7344, 2.2322, 1.0970], [0.3566, -0.1412, 0.5062], [0.9208, 1.4303, -0.1134], [-0.9177, -0.0213, -1.6027], [-0.1101, 1.2140, -2.1044], [-4.9340, -2.5686, -1.2077], [-5.8193, -2.9686, -1.2100], [-4.4090, -2.3918, -0.4750], [7.2501, 0.0392, 0.6141], [7.1194, 0.9801, 0.6037], [7.2978, -0.1019, -0.3619]], "nbo_charge": [-0.433, -0.669, -0.062, -0.821, 0.206, 0.203, 0.178, 0.370, 0.163, 0.175, 0.335, 0.355, -0.986, 0.498, 0.488, -0.925, 0.461, 0.464]}

Verdict on stability: Q comes out at the bottom.

P:
{"formula": "C4H6BrF", "method": "the ωB97M-V functional and the def2-TZVPD basis", "homo_ev": -8.325, "charge": 0, "multiplicity": 1, "smiles": "C/C(F)=C(/C)Br", "symbols": ["C", "C", "F", "C", "C", "Br", "H", "H", "H", "H", "H", "H"], "positions_angstrom": [[0.8516, 1.7958, -0.0058], [-0.0989, 0.6896, -0.2211], [-1.3535, 1.0225, -0.6559], [0.0424, -0.7420, 0.1952], [-0.9032, -1.7416, -0.1356], [1.6697, -1.0005, 1.2074], [1.7457, 1.3796, -0.4203], [0.5383, 2.7501, -0.4286], [0.9947, 1.9343, 1.0728], [-0.4507, -2.7680, -0.3776], [-1.4615, -1.3694, -0.9567], [-1.5745, -1.9503, 0.7262]], "nbo_charge": [-0.709, 0.413, -0.344, -0.144, -0.685, 0.029, 0.246, 0.244, 0.243, 0.233, 0.247, 0.226]}

Q:
{"formula": "C4H6BrF", "method": "the ωB97M-V functional and the def2-TZVPD basis", "homo_ev": -8.992, "charge": 0, "multiplicity": 1, "smiles": "C/C(F)=C(/C)Br", "symbols": ["C", "C", "F", "C", "C", "Br", "H", "H", "H", "H", "H", "H"], "positions_angstrom": [[-0.3996, -1.9615, 0.0467], [-0.4463, -0.4581, 0.1234], [-1.6763, 0.0281, 0.4775], [0.5503, 0.4676, -0.0457], [0.4105, 1.9429, 0.0320], [2.3925, -0.1615, -0.1589], [-0.5428, -2.4470, 1.0240], [-1.3294, -2.2627, -0.4779], [0.5675, -2.0231, -0.2721], [1.2091, 2.2989, 0.7966], [-0.6216, 2.1726, 0.4706], [0.5554, 2.4540, -0.8757]], "nbo_charge": [-0.683, 0.394, -0.346, -0.131, -0.661, 0.016, 0.230, 0.242, 0.241, 0.227, 0.243, 0.229]}

Verdict on stability: P comes out at the bottom.

P:
{"formula": "C4H5NdO2", "method": "the ωB97M-V functional and the def2-TZVPD basis", "homo_ev": [-20.167, -20.173], "charge": 3, "multiplicity": 5, "s2": 6.003, "symbols": ["H", "C", "C", "O", "Nd", "H", "O", "C", "C", "H", "H", "H"], "positions_angstrom": [[0.2067, 0.6568, 2.1779], [-0.2295, 0.5874, 1.0397], [0.8705, 1.2960, 0.7562], [1.9000, 1.4415, 0.1879], [4.0243, 3.2048, -0.3599], [-1.1956, 1.0912, 0.9566], [-1.3131, -0.8228, -2.1421], [-1.0194, -1.1103, -0.9897], [-0.7525, -1.9114, 0.0086], [-1.1950, 0.1197, -2.3951], [0.2769, -2.2665, 0.1314], [-1.5732, -2.2865, 0.6285]], "nbo_charge": [0.340, -0.649, 0.674, -0.678, 1.980, 0.309, -0.464, 0.699, -0.449, 0.557, 0.331, 0.351]}

Q:
{"formula": "C4H5NdO2", "method": "the ωB97M-V functional and the def2-TZVPD basis", "homo_ev": [-20.688, -21.507], "charge": 3, "multiplicity": 5, "s2": 6.164, "symbols": ["C", "C", "C", "C", "O", "Nd", "H", "H", "H", "H", "O", "H"], "positions_angstrom": [[1.2565, 3.3057, -0.0561], [-0.0632, 2.6498, 0.2662], [-0.2235, 1.4055, 0.5812], [-0.4061, 0.0410, 0.7714], [-0.8210, -0.6998, -0.1575], [-2.3758, -2.9363, -0.6682], [1.8638, 3.4070, 0.8556], [1.0314, 4.3169, -0.4361], [-0.8521, 3.2646, 0.7704], [-0.1472, -0.3917, 1.7481], [1.8932, 2.5154, -1.0273], [2.6185, 3.0136, -1.4151]], "nbo_charge": [-0.089, -0.183, 0.382, 0.325, -0.546, 1.988, 0.293, 0.261, 0.398, 0.235, -0.595, 0.532]}

Verdict on stability: P comes out at the bottom.